Molecular formula: C18H17N2OPPtS5
Method: DFT, wB97M-V/def2-TZVPD

Structure (ORCA input):
```
! RIJCOSX wB97M-V def2-TZVPD def2/J DEFGRID3
* xyz 0 1
Pt 0.152 -0.143 -0.091
C -3.910 -0.681 1.210
C -2.701 -0.515 0.533
N -1.522 -0.522 1.133
C -1.462 -0.714 2.482
C -2.643 -0.871 3.232
C -3.878 -0.853 2.565
C -2.590 -1.041 4.656
C -1.417 -1.057 5.312
C -0.187 -0.925 4.592
C 1.060 -0.962 5.240
C 2.215 -0.871 4.506
C 2.106 -0.740 3.114
N 0.952 -0.678 2.495
C -0.190 -0.768 3.193
H -4.836 -0.670 0.655
H -2.676 -0.370 -0.539
H -4.790 -0.982 3.135
H -3.526 -1.159 5.188
H -1.380 -1.182 6.387
H 1.093 -1.073 6.317
H 3.187 -0.907 4.977
H 2.989 -0.689 2.484
S 4.777 -4.277 -3.769
C 3.696 -3.321 -2.983
S 2.217 -3.906 -2.299
C 1.647 -2.385 -1.661
C 2.439 -1.319 -1.870
S 2.035 0.286 -1.313
S 3.914 -1.619 -2.750
S 0.114 -2.283 -0.835
C 0.373 2.681 3.164
P 0.708 2.862 1.400
C 0.276 4.561 0.999
C 2.485 2.719 1.210
O -0.106 1.934 0.539
H 0.785 3.526 3.716
H 0.822 1.761 3.535
H -0.705 2.638 3.322
H 0.829 5.257 1.630
H -0.793 4.711 1.142
H 0.519 4.749 -0.047
H 2.999 3.304 1.973
H 2.779 3.063 0.219
H 2.764 1.667 1.286
*
```

Computed properties:
**Energy above the lowest of the compared OMol25 structures with the same formula, charge and spin**: 13.9 kcal per mole
**Lowest unoccupied orbital energy**: -0.76 eV
**HOMO level**: -6.1 eV